87
Properties=species:S:1:pos:R:3 method="wB97M-V/def2-TZVPD" lumo_energy_ev=-3.70 charge=+1 multiplicity=2 e_above_lowest_ev=0.000 s_squared=0.762
Yb -0.977 -0.312 -2.197
C -2.454 1.818 -0.015
C -3.044 0.960 -0.978
C -2.475 -0.302 0.852
C -2.171 1.044 1.131
C -3.058 -0.365 -0.443
C -2.319 3.288 -0.145
H -1.996 3.577 -1.154
H -1.580 3.690 0.559
H -3.271 3.812 0.043
C -1.693 1.524 2.452
H -1.624 2.613 2.487
H -0.706 1.099 2.706
H -2.382 1.214 3.257
C -2.279 -1.420 1.809
H -3.056 -1.424 2.602
H -1.302 -1.339 2.327
H -2.320 -2.405 1.319
C -3.534 -1.584 -1.150
H -4.628 -1.540 -1.272
H -3.307 -2.492 -0.579
H -3.126 -1.725 -2.178
C -3.590 1.392 -2.285
H -4.529 1.951 -2.142
H -3.836 0.550 -2.948
H -2.911 2.079 -2.816
C 1.132 0.660 -2.721
C 0.116 1.545 -2.992
C -0.431 1.737 -4.382
C -1.360 0.642 -5.021
C -1.495 -0.696 -4.334
C -0.426 -1.502 -4.071
C 0.980 -1.219 -4.550
C 1.817 -0.121 -3.814
H 0.379 1.943 -5.115
H -1.029 0.524 -6.075
H -1.006 2.682 -4.366
H 2.240 0.556 -4.591
H 1.686 0.722 -1.766
H -0.145 2.326 -2.252
H 2.709 -0.604 -3.369
H 1.550 -2.166 -4.471
H -0.550 -2.495 -3.594
H 1.000 -0.983 -5.634
H -2.374 1.072 -5.123
H -2.533 -1.020 -4.116
P 1.794 2.279 0.842
C 1.508 2.986 2.514
H 2.308 3.687 2.797
H 1.459 2.160 3.243
H 0.535 3.506 2.525
C 3.600 1.955 0.849
H 4.153 2.899 0.960
H 3.862 1.492 -0.118
H 3.870 1.255 1.650
C 1.728 3.782 -0.213
H 1.952 3.499 -1.249
H 2.445 4.547 0.116
H 0.713 4.199 -0.193
P 0.619 -2.560 -0.046
C -0.426 -3.816 -0.897
H 0.193 -4.676 -1.188
H -0.924 -3.427 -1.802
H -1.212 -4.152 -0.206
C 2.212 -2.792 -0.938
H 2.073 -2.645 -2.022
H 2.623 -3.796 -0.757
H 2.933 -2.039 -0.579
C 0.941 -3.489 1.511
H 0.805 -4.570 1.354
H 0.229 -3.152 2.277
H 1.953 -3.303 1.894
C 3.327 -1.172 2.713
C 2.439 -0.981 3.872
C 2.859 -1.027 5.243
C 1.702 -0.846 6.013
C 0.622 -0.698 5.073
C -0.789 -0.525 5.456
N 1.090 -0.765 3.798
H 2.800 -0.948 1.778
H 3.707 -2.204 2.676
H 4.208 -0.521 2.801
H 3.885 -1.185 5.561
H 1.577 -0.819 7.089
H -1.168 -1.439 5.940
H -1.419 -0.301 4.589
H -0.878 0.293 6.186


95
Properties=species:S:1:pos:R:3 method="wB97M-V/def2-TZVPD" lumo_energy_ev=-2.67 charge=+1
C -2.419 1.159 -1.309
C -2.388 -1.131 -0.754
C -3.593 1.024 -2.049
C -3.658 -1.278 -1.371
C -4.254 -0.210 -2.015
H -3.958 1.879 -2.617
H -4.120 -2.259 -1.317
H -5.218 -0.317 -2.506
N -1.862 0.143 -0.630
P -0.784 2.897 0.243
P -0.070 -2.679 0.279
C -1.689 2.515 -1.323
H -0.959 2.506 -2.145
H -2.412 3.310 -1.543
C -1.679 -2.288 -0.301
H -2.324 -3.175 -0.246
C 0.461 -3.855 -1.174
C -0.424 -3.646 1.954
C 0.785 3.906 -0.228
C -2.169 3.790 1.159
C 1.995 -3.868 -1.159
H 2.396 -4.245 -0.208
H 2.364 -4.524 -1.963
H 2.397 -2.860 -1.319
C -0.091 -5.270 -1.026
H 0.311 -5.807 -0.159
H -1.187 -5.283 -0.993
H 0.205 -5.842 -1.919
C -0.056 -3.310 -2.508
H 0.316 -3.942 -3.328
H -1.149 -3.300 -2.551
H 0.286 -2.287 -2.682
C 0.879 -4.342 2.380
H 1.685 -3.615 2.562
H 0.694 -4.883 3.322
H 1.234 -5.074 1.643
C -0.811 -2.625 3.039
H -0.005 -1.917 3.267
H -1.721 -2.060 2.786
H -1.019 -3.179 3.972
C -1.575 -4.650 1.842
H -1.414 -5.413 1.074
H -1.652 -5.173 2.808
H -2.534 -4.152 1.661
C -1.660 4.133 2.571
H -2.481 4.620 3.121
H -1.373 3.225 3.123
H -0.806 4.824 2.556
C -3.354 2.814 1.298
H -3.800 2.564 0.329
H -3.062 1.881 1.801
H -4.130 3.298 1.911
C -2.651 5.060 0.442
H -3.566 5.408 0.947
H -1.920 5.876 0.492
H -2.907 4.896 -0.611
C 1.133 3.772 -1.717
H 0.392 4.257 -2.367
H 2.099 4.272 -1.899
H 1.240 2.723 -2.024
C 1.931 3.300 0.616
H 2.182 2.274 0.291
H 2.837 3.910 0.491
H 1.692 3.268 1.690
C 0.612 5.390 0.094
H -0.171 5.851 -0.521
H 0.398 5.578 1.152
H 1.552 5.911 -0.144
Ca 0.108 0.206 0.829
C -1.079 0.728 3.017
O -1.759 0.734 3.951
N 1.140 -0.247 -1.095
C 1.541 -0.566 -2.148
C 2.439 -0.460 -3.374
C 2.041 -1.413 -4.497
C 2.326 0.971 -3.897
C 3.852 -0.809 -2.914
H 2.062 -2.464 -4.174
H 1.049 -1.163 -4.901
H 2.768 -1.303 -5.311
H 2.637 1.693 -3.133
H 2.949 1.114 -4.790
H 1.288 1.180 -4.187
H 4.551 -0.759 -3.765
H 4.184 -0.117 -2.130
H 3.879 -1.831 -2.516
N 2.011 -0.243 5.991
N 2.139 0.093 4.652
N 3.345 0.181 4.080
C 3.013 0.208 2.780
N 1.688 0.106 2.576
N 1.134 -0.071 3.804
H 1.123 0.064 6.358
H 2.803 0.115 6.504
H 3.765 0.278 1.998


99
Properties=species:S:1:pos:R:3 method="wB97M-V/def2-TZVPD" lumo_energy_ev="0.55 / 0.55" charge=0
Mn -1.041 -1.126 -0.378
C -7.373 -1.113 0.467
Se -5.694 -2.028 0.817
C -4.598 -0.422 0.944
C -4.432 0.333 -0.375
Se -2.554 0.705 -0.824
C -2.306 1.950 0.654
H -7.635 -0.467 1.303
H -8.143 -1.872 0.345
H -7.306 -0.530 -0.449
H -3.637 -0.773 1.324
H -5.058 0.210 1.705
H -4.930 1.303 -0.356
H -4.836 -0.229 -1.217
H -3.023 2.765 0.575
H -1.289 2.323 0.581
H -2.425 1.404 1.589
O -1.448 -1.083 1.642
N -0.680 -1.814 2.446
C -0.973 -1.775 3.768
C -0.212 -2.423 4.696
C 0.902 -3.153 4.251
C 1.173 -3.203 2.911
C 0.375 -2.533 1.953
S 0.663 -2.582 0.276
H -1.846 -1.182 3.998
H -0.480 -2.364 5.741
H 1.533 -3.677 4.955
H 2.012 -3.766 2.527
C 0.960 -1.256 -5.110
C 0.997 -0.110 -4.103
C -0.024 0.966 -4.497
C 2.392 0.507 -4.062
N 0.789 -0.648 -2.752
N -0.506 -1.177 -2.472
H 1.200 -0.895 -6.111
H -0.031 -1.714 -5.155
H 1.681 -2.025 -4.830
H 0.226 1.387 -5.473
H -0.034 1.777 -3.767
H -1.039 0.572 -4.575
H 2.644 0.963 -5.020
H 3.136 -0.255 -3.825
H 2.441 1.281 -3.289
H 0.924 0.077 -2.052
H -0.517 -2.149 -2.762
H -1.217 -0.689 -3.015
Cl -4.882 -3.683 -3.545
C -3.951 -3.724 -2.078
C -4.059 -4.790 -1.205
C -3.303 -4.714 -0.045
C -2.482 -3.627 0.181
N -2.355 -2.598 -0.685
C -3.118 -2.661 -1.793
H -4.713 -5.623 -1.417
H -3.348 -5.502 0.695
H -1.883 -3.566 1.076
H -3.072 -1.818 -2.471
O 0.465 0.631 -0.175
P 1.634 1.253 0.503
N 2.124 2.556 -0.383
C 3.466 3.140 -0.283
C 3.336 4.482 -1.011
C 2.181 4.250 -1.987
C 1.220 3.402 -1.162
N 2.935 0.272 0.646
C 3.401 -0.543 -0.485
C 4.355 -1.527 0.176
C 4.986 -0.686 1.285
C 3.803 0.121 1.821
N 1.353 1.798 2.033
C 1.330 3.209 2.437
C 0.393 3.224 3.645
C 0.595 1.838 4.253
C 0.668 0.948 3.020
H 4.201 2.489 -0.767
H 3.780 3.274 0.756
H 4.263 4.779 -1.498
H 3.064 5.265 -0.300
H 2.526 3.681 -2.853
H 1.727 5.174 -2.343
H 0.545 2.790 -1.757
H 0.604 4.046 -0.519
H 3.927 0.081 -1.220
H 2.562 -1.034 -0.978
H 5.081 -1.941 -0.522
H 3.772 -2.347 0.602
H 5.736 -0.013 0.862
H 5.464 -1.277 2.065
H 4.104 1.087 2.230
H 3.292 -0.436 2.613
H 0.972 3.857 1.635
H 2.332 3.552 2.721
H -0.641 3.332 3.308
H 0.616 4.041 4.331
H -0.205 1.541 4.931
H 1.539 1.802 4.803
H -0.327 0.678 2.659
H 1.222 0.024 3.196


105
Properties=species:S:1:pos:R:3 method="wB97M-V/def2-TZVPD" lumo_energy_ev=3.46 charge=-2 e_above_lowest_ev=1.619
Cs -0.567 -1.034 -1.821
C 2.726 -2.531 -0.639
N 3.907 -2.096 0.100
C 4.025 -2.751 1.395
C 4.182 -0.738 0.032
N 3.359 0.042 -0.558
C 3.728 1.298 -1.053
C 4.847 1.467 -1.864
C 5.125 2.686 -2.474
C 4.256 3.750 -2.295
C 3.129 3.594 -1.496
C 2.854 2.393 -0.840
N 1.704 2.166 -0.093
C 1.144 3.076 0.634
N 1.762 4.190 1.217
C 3.177 4.181 1.487
C 1.225 5.506 0.949
N -0.180 2.959 0.924
C -0.952 1.922 0.256
C -0.772 3.388 2.183
N 5.362 -0.377 0.693
C 6.592 -1.057 0.361
C 5.530 0.970 1.181
H 2.696 -3.623 -0.650
H 2.761 -2.175 -1.666
H 1.827 -2.127 -0.164
H 4.090 -3.830 1.243
H 3.156 -2.537 2.029
H 4.920 -2.422 1.918
H 5.485 0.608 -2.045
H 5.994 2.787 -3.112
H 4.433 4.694 -2.796
H 2.421 4.410 -1.392
H 3.507 3.162 1.668
H 3.367 4.771 2.390
H 3.779 4.593 0.668
H 0.173 5.438 0.681
H 1.766 5.996 0.126
H 1.313 6.144 1.834
H -0.731 1.915 -0.810
H -2.006 2.137 0.416
H -0.727 0.935 0.674
H -0.122 4.089 2.702
H -0.942 2.518 2.830
H -1.752 3.829 1.995
H 6.372 -2.031 -0.070
H 7.206 -1.203 1.257
H 7.184 -0.479 -0.362
H 4.558 1.374 1.450
H 5.993 1.645 0.453
H 6.154 0.940 2.081
C -0.511 -0.812 4.470
N -0.203 -2.120 3.936
C -0.528 -3.264 4.759
C 0.276 -2.200 2.665
N 0.723 -1.249 1.935
N 0.356 -3.499 2.098
C -0.841 -4.139 1.711
N -0.629 -5.136 0.778
N -1.941 -3.814 2.265
H -0.777 -0.919 5.520
H -1.353 -0.356 3.940
H 0.344 -0.132 4.417
H -1.597 -3.299 4.977
H 0.034 -3.213 5.698
H -0.265 -4.183 4.245
H 0.749 -0.354 2.408
H 1.023 -3.452 1.339
H 0.144 -4.980 0.144
H -1.450 -5.364 0.230
H -2.701 -4.344 1.849
O -0.579 -1.751 -6.202
S -0.941 -1.946 -4.815
O -1.679 -0.828 -4.225
O 0.154 -2.387 -3.961
C -2.162 -3.300 -4.850
C -2.940 -3.280 -6.005
C -3.964 -4.187 -6.222
C -4.227 -5.155 -5.269
C -3.468 -5.189 -4.111
C -2.441 -4.278 -3.875
S -1.654 -4.463 -2.254
O -0.275 -4.869 -2.444
O -2.459 -5.461 -1.555
O -1.760 -3.137 -1.637
H -2.716 -2.529 -6.751
H -4.549 -4.129 -7.132
H -5.022 -5.877 -5.412
H -3.670 -5.925 -3.346
C -5.775 4.735 1.466
Si -5.720 3.026 0.623
C -7.497 2.365 0.938
C -5.751 3.365 -1.246
C -4.299 2.106 1.169
H -6.599 5.347 1.078
H -4.834 5.270 1.308
H -5.919 4.624 2.547
H -8.266 3.068 0.591
H -7.647 2.185 2.008
H -7.647 1.411 0.422
H -6.516 4.107 -1.503
H -5.972 2.450 -1.806
H -4.777 3.729 -1.585
H -4.102 1.099 0.774
H -4.218 2.074 2.266


112
Properties=species:S:1:pos:R:3 method="wB97M-V/def2-TZVPD" lumo_energy_ev=-4.82 charge=+1
C -4.116 -1.257 1.055
C -2.655 -0.836 0.375
C -2.820 -0.137 -1.100
C -3.746 1.234 -1.042
C -2.881 2.618 -0.887
C -2.071 2.740 0.538
C -0.525 2.171 0.399
C 0.533 3.382 0.053
C 1.570 3.008 -1.184
C 2.855 2.078 -0.698
C 2.639 0.459 -1.058
C 2.485 -0.303 0.385
C 2.177 -1.912 0.294
C 1.859 -2.738 -1.119
N 1.599 -4.256 -1.158
I 1.238 -5.220 -2.966
C 1.570 -5.116 0.100
C 1.868 -4.411 1.565
C 2.185 -2.776 1.687
C 2.512 -2.212 3.191
F 2.241 -3.251 4.251
C 1.666 -0.879 3.634
C 1.887 -0.695 5.264
H -4.923 -1.402 0.197
H -4.494 -0.426 1.787
H -4.040 -2.307 1.606
H -2.007 -1.822 0.245
H -2.072 -0.127 1.114
H -3.388 -0.892 -1.828
H -1.801 0.116 -1.616
H -4.572 1.216 -0.208
H -4.311 1.292 -2.089
H -2.159 2.675 -1.828
H -3.617 3.553 -0.928
H -2.583 2.199 1.444
H -1.991 3.901 0.780
H -0.397 1.341 -0.429
H -0.242 1.647 1.430
H 1.188 3.638 1.014
H -0.049 4.389 -0.205
H 2.040 4.040 -1.533
H 1.040 2.553 -2.124
H 3.866 2.500 -1.121
H 2.875 2.178 0.492
H 1.677 0.291 -1.708
H 3.602 0.091 -1.654
H 1.541 0.183 0.932
H 3.415 -0.114 1.083
H 1.853 -2.197 -2.157
H 1.387 -6.293 0.089
H 1.849 -5.127 2.506
H 3.659 -1.937 3.238
H 2.200 0.063 3.137
H 0.546 -0.862 3.297
H 1.184 -1.448 5.818
H 1.808 0.416 5.628
H 3.006 -1.041 5.492
C -0.274 -7.592 -6.238
C -0.182 -8.727 -7.254
O 0.186 -8.101 -8.481
S 1.123 -6.806 -8.155
O 2.506 -7.201 -8.305
O 0.558 -5.654 -8.817
O 0.794 -6.703 -6.561
H -1.216 -7.045 -6.343
H -0.175 -7.950 -5.210
H -1.126 -9.265 -7.364
H 0.610 -9.434 -6.985
C -4.355 7.016 3.597
C -2.925 6.593 3.925
O -2.471 5.887 2.772
S -3.178 6.525 1.448
O -2.253 7.463 0.851
O -3.805 5.457 0.705
O -4.338 7.374 2.216
H -5.052 6.182 3.724
H -4.685 7.862 4.206
H -2.873 5.957 4.812
H -2.278 7.465 4.063
C 4.127 6.745 3.136
C 2.783 7.036 2.475
O 1.993 5.871 2.707
S 2.423 5.216 4.137
O 1.485 5.669 5.141
O 2.737 3.822 3.925
O 3.817 6.038 4.336
H 4.744 6.094 2.508
H 4.681 7.659 3.365
H 2.879 7.229 1.404
H 2.283 7.884 2.954
C 0.521 -2.147 10.065
C 1.678 -1.842 9.119
O 1.765 -0.419 9.081
S 1.311 0.178 10.530
O 2.504 0.439 11.304
O 0.280 1.166 10.315
O 0.616 -1.179 11.109
H -0.444 -2.014 9.565
H 0.580 -3.158 10.477
H 1.514 -2.244 8.116
H 2.624 -2.227 9.515
C -1.822 -2.735 -11.148
C -0.754 -3.759 -11.520
O -1.449 -4.784 -12.227
S -2.695 -4.114 -13.040
O -2.275 -3.891 -14.406
O -3.902 -4.828 -12.694
O -2.702 -2.678 -12.269
H -2.399 -3.066 -10.278
H -1.396 -1.748 -10.947
H -0.248 -4.171 -10.643
H -0.011 -3.325 -12.198


Number 1: maximum force 8.5 eV/Å, electronic energy -83557.025 eV. Number 2: maximum force 4.8 eV/Å, electronic energy -81474.812 eV. Number 3: maximum force 0.2 eV/Å, electronic energy -241171.831 eV. Number 4: maximum force 3.7 eV/Å, electronic energy -90760.418 eV. Number 5: maximum force 4.8 eV/Å, electronic energy -139394.616 eV.